[1]
{
  "formula": "C3H2N2O2",
  "method": "the ωB97M-V functional and the def2-TZVPD basis",
  "species": ["O", "O", "N", "N", "C", "C", "C", "H", "H"],
  "coordinates": [[0.585, -0.779, 0.204], [1.445, 1.283, -0.260], [-0.472, 2.088, 0.070], [-1.945, -1.200, -0.006], [1.565, 0.100, -0.046], [-1.161, 1.146, 0.109], [-1.153, -0.267, 0.071], [-1.474, -2.104, -0.059], [2.610, -0.269, -0.084]],
  "orbital_gap_ev": 9.26,
  "de_lowest_kj_mol": 322.3,
  "homo_ha": -0.36457,
  "multiplicity": 1
}

[2]
{
  "formula": "C3H2N2O2",
  "method": "the ωB97M-V functional and the def2-TZVPD basis",
  "species": ["O", "O", "N", "N", "C", "C", "C", "H", "H"],
  "coordinates": [[0.287, 1.095, -2.010], [-1.250, -1.523, -1.255], [0.609, 0.093, 1.290], [-0.269, -0.976, 0.881], [0.112, 0.629, -0.916], [0.660, 1.124, 0.375], [-0.687, -0.807, -0.494], [-0.734, -1.517, 1.523], [1.273, 1.882, 0.606]],
  "orbital_gap_ev": 8.42,
  "smiles": "O=C1C=NNC1=O",
  "de_lowest_kj_mol": 217.6,
  "homo_ha": -0.36054,
  "multiplicity": 1
}

[3]
{
  "formula": "C3H2N2O2",
  "method": "the ωB97M-V functional and the def2-TZVPD basis",
  "species": ["O", "O", "N", "N", "C", "C", "C", "H", "H"],
  "coordinates": [[0.794, 0.424, 0.523], [-0.184, 1.755, -1.672], [-1.824, -0.272, -0.722], [0.926, -1.955, 0.733], [-0.908, -0.775, -0.210], [-0.399, 1.494, -0.570], [0.424, -0.833, 0.424], [1.845, -1.819, 1.146], [-0.674, 1.981, 0.347]],
  "orbital_gap_ev": 9.72,
  "de_lowest_kj_mol": 285.1,
  "homo_ha": -0.38580,
  "multiplicity": 1
}

[4]
{
  "formula": "C3H2N2O3",
  "method": "the ωB97M-V functional and the def2-TZVPD basis",
  "species": ["O", "O", "O", "N", "N", "C", "C", "C", "H", "H"],
  "coordinates": [[-3.094, 0.722, -0.397], [3.104, -3.101, 0.029], [-4.891, -0.667, 0.163], [1.967, -2.924, 0.013], [-0.374, -1.066, 0.435], [-3.952, 0.033, -0.211], [0.824, -2.918, -0.129], [-0.449, -2.310, 0.068], [-1.375, -3.054, -0.163], [-1.308, -0.637, 0.627]],
  "orbital_gap_ev": 9.85,
  "smiles": "[H]/N=C/C#[N+][O-].O=C=O",
  "de_lowest_kj_mol": 444.5,
  "homo_ha": -0.36195,
  "multiplicity": 1
}

[5]
{
  "formula": "C3H2N2O3",
  "method": "the ωB97M-V functional and the def2-TZVPD basis",
  "species": ["O", "O", "O", "N", "N", "C", "C", "C", "H", "H"],
  "coordinates": [[1.914, 0.919, -0.620], [0.778, -1.793, 1.465], [-2.010, 0.226, 0.568], [0.077, -0.714, -0.597], [-1.116, 1.914, -0.853], [0.793, -1.003, 0.489], [-1.560, 0.959, -0.228], [1.160, 0.063, -0.315], [-0.370, 1.990, -1.464], [0.334, -2.560, 1.556]],
  "orbital_gap_ev": 10.37,
  "smiles": "O=c1nc1O.N=C=O",
  "de_lowest_kj_mol": 373.1,
  "homo_ha": -0.37443,
  "multiplicity": 1
}

[6]
{
  "formula": "C3H2N2O3PS",
  "method": "the ωB97M-V functional and the def2-TZVPD basis",
  "species": ["S", "P", "O", "O", "O", "N", "N", "C", "C", "C", "H", "H"],
  "coordinates": [[-1.662, -0.766, -0.039], [0.746, -0.145, -1.119], [-1.645, -0.445, -1.472], [-2.763, -0.226, 0.714], [-1.103, -2.057, 0.231], [-0.373, 2.865, 0.616], [3.471, 0.345, -0.007], [-0.256, 1.719, 0.533], [2.428, 0.130, -0.432], [-0.156, 0.329, 0.284], [0.509, -1.646, -0.995], [0.805, -0.104, 1.686]],
  "orbital_gap_ev": 8.66,
  "de_lowest_kj_mol": 157.0,
  "charge": -1,
  "homo_ha": -0.21615,
  "multiplicity": 1
}

[7]
{
  "formula": "C3H2N2OS",
  "method": "the ωB97M-V functional and the def2-TZVPD basis",
  "species": ["S", "O", "N", "N", "C", "C", "C", "H", "H"],
  "coordinates": [[0.380, 1.879, -0.141], [-1.940, -1.190, -0.026], [-2.117, 0.120, -0.190], [-0.586, -1.597, 0.139], [0.049, -0.489, -0.065], [1.314, 0.321, 0.091], [-0.872, 0.587, -0.177], [1.799, 0.154, 1.077], [1.974, 0.215, -0.709]],
  "orbital_gap_ev": 9.84,
  "de_lowest_kj_mol": 340.9,
  "homo_ha": -0.35216,
  "multiplicity": 1
}

[8]
{
  "formula": "C3H2N2OS2",
  "method": "the ωB97M-V functional and the def2-TZVPD basis",
  "species": ["S", "S", "O", "N", "N", "C", "C", "C", "H", "H"],
  "coordinates": [[2.215, 0.500, 0.603], [-2.508, 0.676, -0.776], [0.163, 2.076, -0.089], [-1.424, -0.517, -0.374], [1.900, -1.189, 0.622], [0.693, -1.460, 0.295], [0.576, 0.948, 0.103], [-0.194, -0.332, -0.037], [0.353, -2.477, 0.278], [-1.774, 1.776, -0.625]],
  "orbital_gap_ev": 8.12,
  "smiles": "O=C1SN=C/C1=N/S",
  "de_lowest_kj_mol": 69.8,
  "homo_ha": -0.35021,
  "multiplicity": 1
}

[9]
{
  "formula": "C3H2N2S2",
  "method": "the ωB97M-V functional and the def2-TZVPD basis",
  "species": ["S", "S", "N", "N", "C", "C", "C", "H", "H"],
  "coordinates": [[-2.296, -1.219, 0.089], [0.488, -1.873, -0.199], [1.013, 0.586, 0.135], [-1.265, 1.465, -0.187], [-0.796, -0.820, -0.042], [-0.334, 0.636, -0.092], [1.484, -0.571, 0.129], [-0.757, 2.451, -0.334], [2.464, -0.656, 0.500]],
  "orbital_gap_ev": 7.59,
  "smiles": "[H]/N=C1\\N=CSC1=S",
  "de_lowest_kj_mol": 121.6,
  "homo_ha": -0.32468,
  "multiplicity": 1
}

[10]
{
  "formula": "C3H2N4",
  "method": "the ωB97M-V functional and the def2-TZVPD basis",
  "species": ["N", "N", "N", "N", "C", "C", "C", "H", "H"],
  "coordinates": [[-1.484, 1.130, 0.544], [3.046, 0.061, -0.026], [-1.756, -0.077, 0.315], [-0.110, 1.388, 0.488], [0.469, 0.293, 0.105], [1.896, 0.171, 0.020], [-0.549, -0.719, -0.171], [-1.073, -0.479, -1.136], [-0.391, -1.796, -0.124]],
  "orbital_gap_ev": 10.08,
  "smiles": "N#CC1=NN=NC1",
  "de_lowest_kj_mol": 239.8,
  "homo_ha": -0.41036,
  "multiplicity": 1
}

[11]
{
  "formula": "C3H2N4O",
  "method": "the ωB97M-V functional and the def2-TZVPD basis",
  "species": ["O", "N", "N", "N", "N", "C", "C", "C", "H", "H"],
  "coordinates": [[-2.159, 1.151, -0.475], [-1.893, -0.139, -0.780], [1.131, 0.921, 0.626], [0.603, -1.044, -0.434], [-1.216, 1.883, -0.136], [1.557, -0.292, 0.360], [-0.594, -0.200, -0.298], [-0.204, 1.012, 0.110], [2.574, -0.982, 0.359], [0.202, -2.309, 0.670]],
  "orbital_gap_ev": 8.44,
  "de_lowest_kj_mol": 609.8,
  "homo_ha": -0.38143,
  "multiplicity": 1
}

[12]
{
  "formula": "C3H2N4O",
  "method": "the ωB97M-V functional and the def2-TZVPD basis",
  "species": ["O", "N", "N", "N", "N", "C", "C", "C", "H", "H"],
  "coordinates": [[2.359, -0.758, -0.137], [0.148, -0.942, 0.469], [-0.201, 1.446, 0.087], [-3.151, -0.517, -0.278], [1.244, -0.185, -0.100], [1.110, 1.172, -0.131], [-2.033, -0.065, -0.031], [-0.666, 0.123, 0.247], [1.997, 1.901, -0.061], [2.394, -1.824, -0.598]],
  "orbital_gap_ev": 9.39,
  "de_lowest_kj_mol": 336.6,
  "homo_ha": -0.36016,
  "multiplicity": 1
}

[13]
{
  "formula": "C3H2N6O",
  "method": "the ωB97M-V functional and the def2-TZVPD basis",
  "species": ["O", "N", "N", "N", "N", "N", "N", "C", "C", "C", "H", "H"],
  "coordinates": [[1.602, -2.373, 1.441], [-1.504, -0.485, -0.713], [0.792, -1.081, 3.102], [-0.075, 1.146, -0.616], [1.177, -1.722, 2.284], [1.033, -0.403, 0.011], [-1.096, 1.620, -1.390], [1.247, 0.722, -0.478], [-2.018, 0.658, -1.258], [-0.373, -0.153, -0.236], [-2.998, 0.848, -1.583], [2.212, 1.223, -0.562]],
  "orbital_gap_ev": 8.92,
  "de_lowest_kj_mol": 78.1,
  "homo_ha": -0.35298,
  "multiplicity": 1
}

[14]
{
  "formula": "C3H2N6O2",
  "method": "the ωB97M-V functional and the def2-TZVPD basis",
  "species": ["O", "O", "N", "N", "N", "N", "N", "N", "C", "C", "C", "H", "H"],
  "coordinates": [[0.504, -2.217, 2.510], [-0.849, -0.469, 2.426], [-0.313, 0.151, -0.685], [-0.102, -1.324, 2.098], [1.440, -0.877, 0.020], [0.462, 2.320, -0.552], [1.822, 0.345, 0.123], [-0.657, 2.269, -1.270], [-1.082, 1.054, -1.405], [0.157, -1.077, -0.345], [0.765, 1.079, -0.262], [-1.944, 0.812, -1.910], [-0.204, -2.065, -0.749]],
  "orbital_gap_ev": [6.85, 8.40],
  "de_lowest_kj_mol": 73.2,
  "homo_ha": [-0.35773, -0.36037],
  "multiplicity": 1
}

[15]
{
  "formula": "C3H2NO2S",
  "method": "the ωB97M-V functional and the def2-TZVPD basis",
  "species": ["S", "O", "O", "N", "C", "C", "C", "H", "H"],
  "coordinates": [[-1.578, 0.821, 0.420], [0.127, -0.953, 2.157], [1.777, -1.314, -0.262], [0.161, -0.179, -1.351], [0.268, -0.206, 1.189], [-0.842, 0.576, -1.139], [0.764, -0.633, -0.233], [0.668, 1.067, 1.397], [-1.346, 0.821, -2.177]],
  "orbital_gap_ev": [4.71, 5.58],
  "de_lowest_kj_mol": 30.9,
  "charge": -1,
  "homo_ha": [-0.04432, -0.15847],
  "s2": 2.03,
  "multiplicity": 3
}